{
  "formula": "C86H84O27",
  "method": "wB97M-V/def2-TZVPD",
  "species": ["C", "C", "C", "O", "C", "C", "C", "O", "H", "H", "H", "H", "C", "C", "C", "O", "C", "C", "C", "O", "H", "H", "H", "H", "C", "C", "C", "O", "C", "C", "C", "O", "H", "H", "H", "H", "C", "C", "C", "O", "C", "C", "C", "O", "H", "H", "H", "H", "C", "C", "C", "O", "C", "C", "C", "O", "H", "H", "H", "H", "C", "C", "C", "O", "C", "C", "C", "O", "H", "H", "H", "H", "C", "C", "C", "O", "C", "C", "C", "O", "H", "H", "H", "H", "C", "C", "C", "O", "C", "C", "C", "O", "H", "H", "H", "H", "C", "C", "C", "O", "C", "C", "C", "O", "H", "H", "H", "H", "C", "C", "C", "O", "C", "C", "C", "O", "H", "H", "H", "H", "C", "C", "C", "O", "C", "C", "C", "O", "H", "H", "H", "H", "C", "C", "C", "O", "C", "H", "H", "H", "H", "H", "H", "H", "H", "C", "C", "C", "O", "C", "H", "H", "H", "H", "H", "H", "H", "H", "C", "C", "C", "O", "C", "H", "H", "H", "H", "H", "H", "H", "H", "C", "C", "C", "O", "C", "H", "H", "H", "H", "H", "H", "H", "H", "C", "C", "C", "O", "C", "H", "H", "H", "H", "H", "H", "H", "H"],
  "positions_angstrom": [[13.1692, 17.2373, 22.5360], [11.9819, 16.7530, 22.0780], [11.8679, 16.0723, 20.7375], [10.8149, 15.5872, 20.2927], [13.0937, 15.9903, 19.9063], [14.2784, 16.3493, 20.3576], [14.4089, 16.9363, 21.7442], [15.4864, 17.2460, 22.1986], [13.4081, 17.6140, 23.4980], [11.1346, 16.8094, 22.7273], [12.8565, 15.4829, 18.9840], [15.2075, 16.2390, 19.7564], [16.5953, 14.4022, 11.9568], [17.6643, 13.5565, 11.9223], [19.0314, 14.0699, 12.1556], [20.0034, 13.3795, 12.1686], [19.1821, 15.5448, 12.2306], [18.1766, 16.4184, 12.3736], [16.7531, 15.8699, 12.3875], [15.7720, 16.5688, 12.4532], [15.5859, 14.0485, 11.7636], [17.6118, 12.4322, 11.7896], [20.2216, 15.8993, 12.2986], [18.1450, 17.5200, 12.4998], [23.1929, 13.6110, 17.1668], [24.2598, 13.4285, 16.3768], [24.2624, 13.1616, 14.9785], [25.2546, 12.8050, 14.3963], [22.8605, 13.3081, 14.3486], [21.7819, 13.4498, 15.1353], [21.8812, 13.5837, 16.6049], [20.8499, 13.8147, 17.2624], [23.3187, 13.9568, 18.2022], [25.2308, 13.6359, 16.7343], [22.8659, 13.2571, 13.2397], [20.8015, 13.3820, 14.6562], [15.1283, 10.3291, 21.4879], [14.9558, 10.8232, 22.7072], [14.2478, 12.0598, 22.9105], [13.9762, 12.4766, 24.0335], [13.9271, 12.8563, 21.7005], [14.1387, 12.4674, 20.4639], [14.5611, 11.1181, 20.3225], [14.6336, 10.5929, 19.2225], [15.5422, 9.3998, 21.2659], [15.2984, 10.4296, 23.6886], [13.5274, 13.8322, 21.9430], [13.9089, 13.0468, 19.6202], [20.2726, 9.4972, 15.1832], [20.2551, 10.0929, 16.3406], [20.7955, 9.2857, 17.5240], [21.3245, 9.7227, 18.5024], [20.8128, 7.7832, 17.3968], [20.8136, 7.2609, 16.1769], [20.5453, 8.0719, 15.0301], [20.5666, 7.6074, 13.9053], [20.1383, 10.0809, 14.2562], [20.0949, 11.1603, 16.4018], [20.9653, 7.3431, 18.3535], [20.9852, 6.2036, 15.9123], [20.9440, 16.3807, 18.6202], [21.5632, 16.7933, 17.4800], [22.7959, 17.6720, 17.5586], [23.4485, 17.9322, 16.5646], [23.1723, 18.3060, 18.7900], [22.5652, 17.9737, 19.9431], [21.3706, 17.0104, 19.9150], [20.6486, 16.8815, 20.9136], [20.0095, 15.7754, 18.6209], [21.3127, 16.6641, 16.4040], [23.9913, 19.0468, 18.7384], [23.0249, 18.3280, 20.8635], [8.8282, 13.7064, 17.8342], [9.0963, 13.0294, 18.8967], [10.5377, 12.6439, 19.1349], [10.9160, 12.0965, 20.1547], [11.5494, 12.9228, 18.0355], [11.2104, 13.6733, 16.9819], [9.8571, 14.1390, 16.7619], [9.5306, 14.8998, 15.8729], [7.8766, 14.1514, 17.6453], [8.4068, 12.7762, 19.7023], [12.5172, 12.5039, 18.1094], [11.9684, 13.8823, 16.2102], [11.3551, 18.0928, 16.1005], [12.3165, 17.9685, 16.9875], [13.7081, 17.7978, 16.5279], [14.6251, 17.9232, 17.3257], [14.0074, 17.5728, 15.1223], [13.0623, 17.7449, 14.1750], [11.6331, 17.9859, 14.6370], [10.7769, 18.3892, 13.8567], [10.3237, 18.2814, 16.3547], [12.1697, 18.1791, 17.9973], [15.0627, 17.5253, 14.8012], [13.3597, 17.6398, 13.1553], [17.7542, 11.9069, 18.9413], [18.3931, 10.9690, 19.6115], [19.2511, 11.3317, 20.8059], [19.7554, 10.5198, 21.5613], [19.2742, 12.7911, 21.1684], [18.6739, 13.7241, 20.3961], [17.8144, 13.3360, 19.3186], [17.0424, 14.1158, 18.7896], [17.1341, 11.8394, 17.9996], [18.2900, 9.9072, 19.3087], [19.8332, 13.1301, 22.0394], [18.5814, 14.7915, 20.7548], [17.7535, 18.0480, 19.7658], [17.5586, 17.2105, 18.7306], [17.4977, 17.7988, 17.3600], [17.7247, 17.1095, 16.3750], [17.2352, 19.2794, 17.1994], [17.5253, 20.0273, 18.2332], [17.9060, 19.4792, 19.5336], [18.4259, 20.1623, 20.4022], [17.7810, 17.8254, 20.8399], [17.4225, 16.1736, 18.8706], [16.9395, 19.7002, 16.2507], [17.5884, 21.1750, 18.2893], [17.3680, 14.2722, 15.2767], [16.3055, 14.5837, 15.9900], [15.3261, 13.5454, 16.3549], [14.2987, 13.8705, 16.9850], [15.4395, 12.1760, 15.8574], [16.5308, 11.8531, 15.2042], [17.6634, 12.7571, 14.9651], [18.7562, 12.3624, 14.6120], [18.0571, 15.0140, 14.9019], [16.1526, 15.5933, 16.3253], [14.6570, 11.4800, 16.1254], [16.7328, 10.8170, 14.9403], [12.1907, 15.6428, 8.4676], [13.2813, 16.7335, 8.7966], [14.5698, 15.9845, 8.4745], [14.4118, 14.6066, 8.6747], [12.9883, 14.3461, 8.6295], [11.8556, 15.7995, 7.4458], [11.3091, 15.8519, 9.0491], [13.2486, 16.9930, 9.9075], [13.2202, 17.6760, 8.2381], [15.4048, 16.2682, 9.0810], [14.8430, 16.1193, 7.4215], [12.6055, 13.7618, 9.4558], [12.7859, 13.6228, 7.7553], [20.5584, 10.4025, 9.0271], [21.0237, 10.4197, 10.4649], [19.7660, 9.9856, 11.2434], [18.7412, 10.6639, 10.5643], [19.1068, 10.9042, 9.1966], [20.5080, 9.3932, 8.6080], [21.2035, 10.9678, 8.3691], [21.3581, 11.4162, 10.8762], [21.8892, 9.8112, 10.8513], [19.5238, 10.2409, 12.3223], [19.6292, 8.8473, 11.0409], [19.1354, 11.9861, 9.0326], [18.3881, 10.4264, 8.5608], [12.0490, 14.6700, 12.5281], [11.2624, 13.4412, 12.0483], [12.2017, 12.2860, 12.3325], [12.7958, 12.6163, 13.6365], [12.8985, 14.0823, 13.6602], [11.4087, 15.4771, 13.0199], [12.6588, 15.0361, 11.7306], [11.0292, 13.5806, 11.0158], [10.3711, 13.2683, 12.6250], [12.9532, 12.2447, 11.4959], [11.5983, 11.3294, 12.3927], [13.9764, 14.3575, 13.5355], [12.4636, 14.4929, 14.5789], [15.8154, 6.2836, 15.9921], [16.2908, 7.6820, 15.5961], [16.3253, 7.5184, 14.0304], [16.2976, 6.0888, 13.7756], [16.5084, 5.4382, 15.0199], [14.7377, 6.2092, 15.8397], [16.0389, 6.0683, 17.0730], [17.3262, 8.0045, 15.9771], [15.5023, 8.3835, 15.8816], [17.1931, 7.9426, 13.6045], [15.4737, 7.9723, 13.5364], [17.5616, 5.4537, 15.1759], [16.1863, 4.3846, 14.8832], [14.5626, 9.9471, 9.1998], [14.5108, 9.2457, 10.5564], [15.3223, 10.1572, 11.4566], [15.2529, 11.4598, 10.9343], [15.2681, 11.3561, 9.5861], [13.5854, 10.0665, 8.6814], [15.2396, 9.4580, 8.4397], [14.9233, 8.2126, 10.4701], [13.4885, 9.1622, 10.9557], [16.3546, 9.8704, 11.5258], [14.8973, 10.1715, 12.4825], [16.3669, 11.1926, 9.2798], [14.9617, 12.2998, 9.1440]],
  "forces_ev_per_a": [[-0.5749, -2.1729, -2.1398], [1.3590, 0.4282, 0.4794], [-1.2472, -0.1731, -0.2484], [1.6384, 0.9438, 1.1529], [-1.1189, -0.6315, 0.2015], [1.2388, 0.1873, 0.2497], [-0.2531, 0.8020, -0.6858], [0.2910, -0.2602, 0.0039], [-0.3717, 0.5346, 0.7742], [-0.6985, -0.0103, -0.0435], [0.5135, 0.1104, -0.4999], [-0.7612, 0.0949, 0.5906], [1.3617, -0.4488, 0.8358], [-1.2326, -0.6121, 0.3168], [-1.4458, 1.2521, -0.7201], [1.3341, -1.0985, 0.1739], [0.6987, 1.6892, 0.8436], [-1.6555, -0.4399, 0.5145], [0.8231, -1.3310, -2.3257], [-0.1401, 0.4252, 0.6785], [0.0840, 0.0570, 0.0508], [-0.1828, 1.5174, -0.2329], [-0.4184, -0.2316, -0.2828], [0.7917, -0.8345, -0.1103], [1.7358, 0.3543, 0.6115], [-0.1265, 0.8699, 2.1273], [-2.4532, -0.3116, -1.5347], [0.1038, 0.0924, -0.4575], [1.3992, -0.1236, -0.3341], [0.2214, -0.6592, -1.3816], [-3.0558, 0.5841, -0.0136], [1.5025, -0.7329, -0.7494], [-0.1786, -0.4267, -0.4269], [1.0318, -0.1169, 0.7461], [-0.4488, -0.1019, 0.8743], [0.1193, 0.3130, 0.4895], [-1.6377, 2.0245, 0.2409], [0.8682, -1.0829, 1.4866], [-0.5532, 1.4122, 0.5900], [0.1873, -0.3703, -1.0914], [-0.4630, 1.4792, 1.2598], [-0.4183, -0.0521, 1.3634], [2.0009, -2.3487, -1.1511], [-0.2949, -0.0601, -0.2071], [0.7814, -1.3140, -0.3936], [-0.0960, -0.3046, -1.0421], [-0.0740, 0.1151, -0.0638], [-0.1250, 0.6370, -1.0552], [-0.3298, 0.5185, -1.9070], [0.9642, 0.2387, 2.3613], [-0.9063, -0.6920, -1.2460], [0.1772, 1.2869, 0.8284], [-0.1447, 1.3152, -0.7569], [0.1273, -2.0576, 0.9398], [0.1807, 0.6079, -1.7933], [-0.0565, -0.3400, -0.0765], [-0.1549, -0.5216, 0.5490], [-0.0119, 0.0733, 0.3793], [0.2292, -0.8268, 0.3245], [-0.1362, 0.4975, 0.4932], [0.1245, 0.7994, -1.3755], [0.3834, 0.3286, 0.4921], [-0.7288, 0.1777, -1.2817], [-0.2208, -0.4969, -0.3366], [0.1323, 0.4412, 1.9767], [0.3196, -0.7715, -0.9000], [-0.9297, 0.4424, 1.5894], [1.4086, 0.0112, -1.5166], [1.0193, 0.4810, 0.0761], [-0.2621, -0.5641, 1.0843], [-0.4587, -0.6614, 0.0533], [-0.8431, -0.0622, 0.1682], [-0.0649, 1.9524, -2.9769], [1.9109, -1.3720, 2.2159], [0.4798, -0.6004, -0.1930], [-0.3915, 0.2907, -0.3186], [-2.0682, 0.6684, 0.0042], [1.5739, -0.6473, -0.5710], [-1.2826, 0.2915, 1.4874], [0.1363, -0.3860, 0.0869], [-0.7227, -0.0062, -0.1250], [0.0655, 0.1425, -0.2939], [0.8162, -0.2954, 0.2905], [-0.5386, -0.0894, 0.5204], [-0.5416, -0.7973, -0.8987], [0.7268, 0.1512, -1.2303], [0.6332, -0.0519, 1.0890], [-0.0321, -0.1411, 0.1141], [-0.0476, 0.7532, -1.8157], [-0.2089, -1.0017, 2.0288], [-0.0489, 1.7316, -1.1949], [0.7352, -0.9241, 0.4916], [-0.0994, 0.1014, 0.0081], [-0.1373, 0.0376, 1.6304], [-0.5559, -0.3029, 0.4858], [-0.3698, 0.1884, -0.6874], [-0.7438, 1.0680, -1.8052], [0.5170, -1.2991, 0.1090], [-0.6624, -0.0516, 0.9262], [-0.2897, 0.3311, -0.9885], [0.1836, 0.9442, -1.1046], [0.4462, 0.9037, 2.4855], [-0.7151, -0.4935, -0.4532], [-0.0223, 0.1276, -0.1507], [0.6531, -0.7596, 1.2897], [0.3017, 0.7143, 0.4496], [-0.1108, -0.4896, -0.0452], [0.4621, -1.1891, -0.6055], [-0.5780, -0.7705, 0.0775], [0.0222, 2.1634, 0.6984], [-0.1125, -0.1884, -0.8845], [-0.1116, 0.4570, 0.3988], [0.1890, -1.1449, -0.0830], [0.3421, 3.4149, 1.1036], [1.0996, 0.0541, 0.6526], [-0.4638, 0.1639, -0.4176], [0.1096, -0.5283, -0.5857], [0.0212, -1.0558, -0.2180], [0.1041, -0.2994, -0.2270], [-0.4068, -1.8090, -0.6063], [0.9478, -2.1183, -0.9510], [-0.0996, -0.4206, 0.1974], [-2.7998, 1.4608, 1.0166], [1.6449, -0.4566, -0.6881], [-0.0745, 0.4092, 0.5262], [1.0855, -1.7449, -0.4536], [-0.3070, 2.3932, 0.4030], [-0.4893, 0.0957, 0.1212], [0.2850, -0.0063, 0.2373], [-0.3683, 0.0990, 0.0535], [-0.0517, 0.0171, -0.0736], [-0.1070, 0.0545, -0.2420], [1.4286, 1.6873, -0.6070], [-0.1224, -0.4559, 1.3878], [0.4405, 0.6129, -0.8057], [-2.0753, -0.4874, 0.7944], [-0.8946, -1.8135, -1.7915], [0.1809, -0.2024, -0.2850], [-0.2122, -0.6632, 0.6895], [0.0195, -0.3533, -1.3410], [-0.2038, -0.3578, 0.0676], [0.5435, 0.5052, 0.3537], [-0.0027, 0.3056, -0.0540], [0.5705, 0.0196, 0.8025], [0.3608, 1.1872, 0.8940], [-0.4531, -0.8232, 0.2662], [1.6141, 0.2203, 3.3698], [-0.6159, -1.4513, -0.4221], [-1.0195, 0.5531, -0.8803], [1.0910, 0.8181, 0.5950], [0.2727, -0.1054, 0.2818], [-0.1573, 0.4358, -0.1378], [-0.7561, -0.4436, -0.9546], [-0.7110, -0.0347, -1.2074], [1.2205, -0.4297, -1.1630], [0.2308, 1.5028, 0.7942], [-0.5161, 0.0077, -0.0307], [-0.2803, -0.2199, -0.5219], [-1.0942, -0.0985, 1.6302], [0.3442, 0.4405, 0.5987], [-0.1204, -0.2428, -0.1436], [-0.5599, 0.7776, -1.2832], [0.7439, -0.3487, -0.2233], [0.6705, -0.8811, -1.2565], [0.3398, 0.5431, -0.5086], [-0.4093, -0.2879, -0.7677], [-0.5583, 0.2626, 0.1743], [-0.2183, -0.3173, 1.0505], [1.1091, 0.8708, 0.1573], [-0.7503, -0.1089, 0.4135], [0.6318, -0.4893, 0.0817], [-0.0368, 0.4668, 2.4062], [0.3049, 0.4190, -0.9287], [-0.6645, -0.9086, 1.0735], [-0.3002, 0.9260, -0.3336], [0.0238, -1.3492, -1.5357], [-0.0280, 0.0528, 0.0860], [-0.1948, 0.0024, -1.0039], [-1.6034, -0.6339, -0.2671], [0.5010, 0.3335, 0.0997], [1.2317, 0.4270, -0.4970], [-0.3345, -0.0217, 0.0031], [1.1751, -0.2834, 0.5671], [-0.0059, 0.6584, 0.3211], [0.4973, 1.4278, -1.3183], [-0.1908, -0.8959, -0.4499], [-0.4512, -0.2119, 1.5802], [-0.9091, 0.4591, 2.0789], [1.9671, -1.7115, -2.6860], [0.4931, -0.0145, 0.6062], [-0.7228, 0.2705, 0.9630], [-0.2339, 0.7786, 0.3255], [0.2517, 0.0514, -0.3201], [0.7503, -0.3488, -0.0933], [0.3019, 0.1512, -0.4686], [-1.2587, 0.3752, 0.0689], [-0.4565, -0.1936, -0.1948]],
  "homo_energy_ev": -9.4,
  "lumo_energy_ha": -0.0673,
  "largest_force_ev_per_a": 3.743,
  "charge": 0,
  "orbital_gap_ev": 7.5
}